Here is a structure of composition C22H47N8O3PS3Se2V at a distorted geometry from the OMol25 dataset. Energies are from wB97M-V/def2-TZVPD.

Values from the calculation:
Highest occupied orbital energy (alpha / beta) = -5.321 / -7.098 eV
Strongest force on any atom = 0.0726 hartree/bohr
Multiplicity = 4
LUMO energy (alpha / beta) = 0.0133 / 0.0093 Ha
Kohn-Sham gap (alpha / beta) = 5.68 / 7.35 eV
M = 807.7 g/mol
<S²> = 3.816

Geometry (Å):
V -0.338 0.833 -0.017
C -0.486 6.820 -1.823
C 0.536 5.697 -1.980
N -0.050 4.467 -2.495
C -0.321 3.325 -1.800
S -0.179 3.297 -0.048
N -0.747 2.337 -2.551
N -0.944 1.151 -1.844
C -1.428 0.119 -2.508
C -1.782 0.173 -3.953
C -1.586 -1.059 -1.698
C -2.176 -2.256 -2.116
C -2.328 -3.294 -1.229
C -1.899 -3.137 0.103
C -1.311 -1.957 0.464
N -1.136 -0.921 -0.407
H 0.001 7.746 -1.496
H -1.000 7.018 -2.770
H -1.235 6.539 -1.077
H 1.337 6.006 -2.651
H 0.978 5.470 -1.016
H -0.184 4.384 -3.489
H -1.248 0.994 -4.420
H -1.505 -0.761 -4.449
H -2.855 0.337 -4.096
H -2.521 -2.344 -3.141
H -2.775 -4.228 -1.551
H -1.997 -3.933 0.829
H -0.937 -1.790 1.463
C 1.861 -3.725 3.991
Se 0.990 -3.535 2.272
C 2.342 -4.501 1.253
C 1.848 -4.770 -0.154
Se 1.686 -3.099 -1.159
C 1.308 -3.977 -2.844
H 2.815 -3.198 3.991
H 2.010 -4.776 4.227
H 1.200 -3.272 4.729
H 2.548 -5.425 1.787
H 3.247 -3.896 1.230
H 0.880 -5.270 -0.138
H 2.559 -5.403 -0.682
H 2.143 -4.614 -3.128
H 1.179 -3.183 -3.579
H 0.396 -4.562 -2.758
O 1.672 -0.693 -2.713
S 2.272 0.154 -1.662
N 1.335 0.628 -0.580
C 3.215 -0.168 2.192
N 2.436 0.065 3.411
C 3.229 0.206 4.622
P 0.936 0.737 3.324
O 0.295 0.317 2.042
N 0.038 0.240 4.615
C 0.015 0.869 5.930
C -0.949 -0.826 4.447
N 1.141 2.343 3.616
C -0.095 3.155 3.672
C 2.209 3.003 2.834
H 3.748 -1.119 2.277
H 3.954 0.626 2.028
H 2.560 -0.216 1.333
H 3.880 -0.664 4.729
H 2.589 0.256 5.503
H 3.863 1.103 4.606
H 0.716 1.696 5.972
H 0.275 0.147 6.709
H -0.984 1.256 6.156
H -0.865 -1.270 3.463
H -1.964 -0.435 4.561
H -0.796 -1.609 5.196
H -0.929 2.555 4.031
H -0.366 3.550 2.693
H 0.052 3.991 4.357
H 3.160 2.500 2.995
H 2.308 4.031 3.184
H 1.997 3.023 1.764
C -3.902 2.808 -0.059
S -3.274 1.151 0.072
C -4.704 0.430 0.853
O -2.215 1.204 1.190
H -4.657 2.844 -0.851
H -3.041 3.429 -0.313
H -4.315 3.104 0.911
H -5.576 0.539 0.200
H -4.851 0.931 1.815
H -4.473 -0.626 1.007

Here is the ion C24H31F6N4 with charge +1 at a distorted geometry from the OMol25 dataset. Energies are from wB97M-V/def2-TZVPD.

Values from the calculation:
Highest occupied orbital energy = -10.444 eV
Strongest force on any atom = 0.0440 hartree/bohr
Total charge = +1
Multiplicity = 1
LUMO energy = -0.0959 Ha
Kohn-Sham gap = 7.83 eV
M = 489.5 g/mol
Structure (SMILES) = CN(CC(F)(F)F)c1ccc(C(c2ccc(N(C)CC(F)(F)F)cc2)[N@H+]2CCC[C@H]2CN)cc1

Geometry (Å):
C -3.437 2.711 -3.720
N -2.104 3.187 -3.442
C -1.661 4.344 -4.203
C -0.958 3.873 -5.446
F -0.459 4.868 -6.224
F 0.081 3.032 -5.123
F -1.819 3.123 -6.216
C -1.298 2.466 -2.604
C -0.039 2.926 -2.143
C 0.637 2.222 -1.156
C 0.160 0.990 -0.688
C 0.827 0.393 0.522
C 1.149 -1.067 0.447
C 1.913 -1.692 1.485
C 2.105 -3.072 1.502
C 1.616 -3.880 0.442
N 1.674 -5.244 0.469
C 1.688 -6.034 -0.745
C 1.578 -5.988 1.703
C 0.130 -6.277 1.989
F -0.109 -6.898 3.173
F -0.587 -5.103 1.981
F -0.397 -7.065 0.991
C 1.096 -3.232 -0.697
C 0.820 -1.873 -0.666
N -0.201 0.999 1.919
C -0.379 -0.077 2.948
C -0.179 0.539 4.344
C 0.206 2.008 4.158
C -0.152 2.346 2.710
C 0.713 3.532 2.283
N 0.563 3.925 0.891
C -1.005 0.448 -1.268
C -1.695 1.158 -2.245
H -3.909 2.370 -2.785
H -4.023 3.525 -4.157
H -3.440 1.860 -4.426
H -2.564 4.877 -4.523
H -0.977 4.966 -3.613
H 0.348 3.865 -2.519
H 1.507 2.678 -0.679
H 1.647 0.984 0.930
H 2.290 -1.096 2.331
H 2.661 -3.559 2.313
H 2.352 -5.574 -1.502
H 2.096 -7.027 -0.509
H 0.672 -6.134 -1.189
H 2.066 -6.953 1.555
H 1.995 -5.447 2.559
H 0.872 -3.821 -1.585
H 0.287 -1.445 -1.522
H -1.139 0.998 1.431
H 0.305 -0.907 2.783
H -1.408 -0.441 2.851
H 0.600 -0.008 4.893
H -1.099 0.407 4.942
H 1.280 2.179 4.346
H -0.314 2.682 4.859
H -1.195 2.718 2.678
H 1.785 3.383 2.505
H 0.361 4.356 2.949
H -0.424 3.877 0.618
H 0.905 4.886 0.762
H -1.440 -0.503 -0.941
H -2.573 0.716 -2.729

Here is the ion C5H15N2O with charge +1 at a distorted geometry from the OMol25 dataset. Energies are from wB97M-V/def2-TZVPD.

Values from the calculation:
Highest occupied orbital energy = -12.734 eV
Strongest force on any atom = 0.0935 hartree/bohr
Total charge = +1
Multiplicity = 1
LUMO energy = -0.1188 Ha
Kohn-Sham gap = 9.50 eV
M = 119.2 g/mol
Structure (SMILES) = C[C@@H](CO)NCC[NH3+]

Geometry (Å):
C 0.752 -0.137 -2.415
C 0.387 -0.370 -0.969
C 1.569 -1.234 -0.484
O 1.275 -1.460 0.868
N 0.334 0.839 -0.108
C -0.989 1.279 0.081
C -1.800 0.821 1.298
N -0.929 -0.068 2.155
H 1.682 0.262 -2.748
H -0.058 0.618 -2.715
H 0.685 -1.166 -2.911
H -0.548 -1.048 -0.938
H 1.377 -2.251 -0.857
H 2.567 -0.762 -0.739
H 2.209 -1.617 1.255
H 1.006 1.705 -0.357
H -1.487 1.061 -0.874
H -1.034 2.375 0.251
H -2.140 1.660 1.927
H -2.630 0.186 1.010
H -0.882 -0.969 1.822
H -1.329 -0.030 3.100
H -0.019 0.306 2.350

Here is an isolated molecule of C6H9FO at a distorted geometry from the OMol25 dataset. Energies are from wB97M-V/def2-TZVPD.

Values from the calculation:
Highest occupied orbital energy = -10.030 eV
Strongest force on any atom = 0.1135 hartree/bohr
Multiplicity = 1
LUMO energy = 0.0272 Ha
Kohn-Sham gap = 10.77 eV
M = 116.1 g/mol
Structure (SMILES) = CC1(C)C[C@]1(F)C=O

Geometry (Å):
C 0.411 0.835 1.594
C 0.172 -0.088 0.396
C 1.249 -1.107 0.191
C -1.281 -0.345 0.183
C -0.432 0.555 -0.766
F -0.627 2.035 -0.661
C -0.503 0.236 -2.142
O -0.854 0.861 -3.094
H 1.412 1.082 1.472
H 0.253 0.323 2.496
H -0.369 1.610 1.649
H 2.095 -0.627 0.578
H 1.305 -1.350 -0.831
H 1.059 -1.971 0.757
H -1.924 0.098 0.802
H -1.613 -1.303 -0.366
H -0.351 -0.843 -2.256

Here is a cluster of 2 separate species, C6H15N2O3 in total at a distorted geometry from the OMol25 dataset. Energies are from wB97M-V/def2-TZVPD.

Values from the calculation:
Highest occupied orbital energy = -13.075 eV
Strongest force on any atom = 0.1135 hartree/bohr
Total charge = +1
Multiplicity = 1
LUMO energy = -0.0908 Ha
Kohn-Sham gap = 10.60 eV
M = 163.2 g/mol

Geometry (Å):
C -2.314 1.496 -1.161
C 3.492 0.039 -0.129
C -1.405 -2.266 1.202
C 2.240 0.831 0.058
C -0.242 -2.468 0.204
C 0.462 -0.432 -1.040
N -3.103 2.427 -0.629
N -1.230 1.008 -0.646
O -0.889 1.661 0.597
O 1.106 -0.103 -0.008
O -0.196 -1.535 -1.048
H 3.397 -0.705 -0.870
H 4.346 0.791 -0.498
H 3.785 -0.383 0.820
H -2.358 -2.584 0.852
H -1.229 -2.796 2.083
H -1.595 -1.229 1.580
H 2.179 1.729 -0.648
H 2.249 1.218 1.103
H -0.498 -3.403 -0.305
H 0.785 -2.327 0.631
H -2.631 1.068 -2.063
H -3.751 2.835 -1.136
H -2.860 3.232 -0.002
H 0.605 -0.053 -2.010
H -1.659 1.620 1.150

Here is an isolated molecule of C5H8N2 from the OMol25 dataset. Energies are from wB97M-V/def2-TZVPD.

Values from the calculation:
Highest occupied orbital energy = -7.584 eV
Strongest force on any atom = 0.0039 hartree/bohr
Multiplicity = 1
LUMO energy = 0.0382 Ha
Kohn-Sham gap = 8.62 eV
M = 96.1 g/mol
Structure (SMILES) = Cc1c[nH]c(N)c1

Geometry (Å):
C -2.396 -0.213 0.045
C -0.924 0.056 -0.054
C -0.344 1.275 -0.283
N 1.023 1.111 -0.263
C 1.323 -0.202 -0.026
N 2.686 -0.563 0.039
C 0.141 -0.889 0.110
H -2.742 -0.880 -0.754
H -2.658 -0.684 1.000
H -2.965 0.720 -0.030
H -0.790 2.249 -0.426
H 1.707 1.776 -0.584
H 3.099 -0.241 0.909
H 2.804 -1.567 -0.009
H 0.036 -1.946 0.326